Entry from the OMol25 dataset: C21H48HfN2O2P2S as an isolated structure at a distorted geometry (wB97M-V/def2-TZVPD).

* strongest force on any atom: 12.1 eV/A
* electronic energy: -60306.0662 eV
* net charge: +4
* HOMO level: -0.80096 Ha

Last column: Mulliken charge in e.
Atoms and positions in Å:
Hf1 0.11 -0.08 0.14  -0.40
C1 1.94 -0.17 -0.96  0.47
O1 2.98 -0.19 -1.51  -0.11
C2 -1.99 0.31 0.24  0.67
O2 -3.15 0.57 0.34  -0.16
P1 0.08 2.23 -0.95  0.77
C3 -0.32 2.21 -2.76  0.33
H1 -0.34 3.26 -3.08  0.76
C4 -1.23 3.38 -0.29  0.64
H2 -2.14 2.75 -0.32  0.28
C5 1.72 3.10 -0.94  0.52
H3 2.39 2.36 -1.42  0.47
C6 1.51 -3.49 1.21  0.47
P2 0.06 -2.56 0.60  0.73
H4 -0.81 -3.94 -1.18  0.74
H5 2.26 -3.28 0.42  0.61
C7 -1.41 -3.37 1.36  0.27
H6 -1.18 -4.44 1.23  0.73
C8 -0.98 3.77 1.16  -1.57
H7 -1.89 4.24 1.56  0.54
H8 -0.16 4.49 1.25  0.38
H9 -0.76 2.90 1.80  -0.07
C9 -1.47 4.62 -1.14  -1.48
H10 -0.62 5.31 -1.11  0.26
H11 -2.34 5.15 -0.74  0.49
H12 -1.70 4.39 -2.19  0.38
C10 1.75 4.39 -1.76  -1.66
H13 1.31 4.29 -2.76  0.37
H14 2.81 4.68 -1.90  0.49
H15 1.25 5.21 -1.23  0.41
C11 2.26 3.37 0.46  -1.20
H16 3.30 3.73 0.37  0.47
H17 2.27 2.48 1.10  0.29
H18 1.68 4.16 0.98  0.25
C12 0.77 1.49 -3.55  -1.60
H19 1.75 1.98 -3.49  0.27
H20 0.46 1.42 -4.61  0.50
H21 0.93 0.47 -3.18  0.05
C13 -1.70 1.59 -3.00  -1.59
H22 -1.73 0.53 -2.73  0.22
H23 -1.93 1.65 -4.07  0.53
H24 -2.49 2.09 -2.43  0.33
C14 1.31 -5.01 1.29  -1.73
H25 0.95 -5.44 0.35  0.38
H26 0.62 -5.28 2.10  0.43
H27 2.29 -5.46 1.50  0.48
C15 2.08 -2.97 2.53  -1.26
H28 1.44 -3.21 3.39  0.22
C16 -0.87 -1.88 -1.84  -1.11
H29 2.26 -1.89 2.51  0.27
H30 3.04 -3.48 2.70  0.50
C17 1.16 -3.41 -1.90  -1.59
H31 -0.40 -0.83 -1.60  0.42
H32 -0.71 -1.95 -2.92  0.57
H33 -1.96 -1.85 -1.67  0.35
C18 -0.15 -3.06 -1.17  -0.25
H34 0.95 -3.55 -2.98  0.54
H35 1.60 -4.34 -1.52  0.37
H36 1.91 -2.61 -1.82  0.21
C19 -2.72 -3.08 0.62  -1.38
H37 -2.90 -2.00 0.54  0.21
H38 -3.54 -3.53 1.19  0.53
H39 -2.74 -3.52 -0.38  0.35
C20 -1.52 -3.06 2.85  -1.21
H40 -1.54 -1.97 3.05  0.20
H41 -0.72 -3.51 3.44  0.22
H42 -2.46 -3.49 3.22  0.46
H43 0.26 -1.35 -4.21  0.41
H44 -0.12 -0.70 -4.18  -0.22
N1 -0.13 -0.46 4.62  -0.28
C21 0.03 0.63 3.84  0.80
N2 -0.33 1.83 4.33  -0.30
S1 0.99 0.56 2.37  -0.28
H45 -0.62 -0.43 5.50  0.26
H46 0.30 -1.34 4.35  0.07
H47 -0.16 2.68 3.80  0.26
H48 -0.89 1.90 5.17  0.27

Entry from the OMol25 dataset: a 5-piece molecular cluster, C21H48INO8PS4 overall at a distorted geometry (wB97M-V/def2-TZVPD).

* strongest force on any atom: 4.3 eV/A
* energy relative to the best compared isomer or geometry (same formula, charge and spin): 78.5 kcal/mol
* electronic energy: -101150.7561 eV
* net charge: -1
* HOMO level: -0.14719 Ha

Last column: Mulliken charge in e.
Atoms and positions in Å:
N1 -2.75 2.02 0.80  -0.67
C1 -1.61 2.53 -0.08  0.21
C2 -0.45 3.35 0.79  -0.42
C3 0.77 2.28 1.05  -0.47
C4 1.87 2.74 2.17  -0.68
C5 1.25 3.17 3.63  -0.54
P1 2.32 4.60 4.31  -0.32
I1 0.29 5.86 5.06  -0.51
H1 -2.68 2.37 1.78  0.24
H2 -2.75 0.98 0.88  0.26
H3 -1.08 1.56 -0.51  -0.19
H4 -2.04 3.19 -0.98  0.15
H5 -0.99 3.74 1.75  0.24
H6 -0.12 4.26 0.10  0.24
H7 1.36 2.20 0.02  0.19
H8 0.37 1.17 1.25  0.25
H9 2.55 1.78 2.38  0.22
H10 2.63 3.57 1.78  0.33
H11 0.13 3.52 3.61  0.11
H12 1.35 2.28 4.42  0.26
H13 2.32 5.32 3.04  0.00
H14 3.14 5.69 4.86  0.09
H15 2.40 3.99 5.63  -0.03
H16 3.54 3.90 3.97  0.08
C6 -3.71 0.07 -3.68  -0.73
C7 -3.29 -0.31 -5.10  -0.60
C8 -1.82 0.06 -5.27  -0.65
S1 -1.10 -0.04 -3.63  0.91
O1 -0.69 1.29 -3.23  -0.68
O2 -0.20 -1.17 -3.58  -0.43
C9 -2.60 -0.46 -2.78  -0.04
H17 -4.68 -0.36 -3.42  0.37
H18 -3.78 1.16 -3.60  0.31
H19 -3.42 -1.39 -5.25  0.28
H20 -3.91 0.19 -5.85  0.33
H21 -1.30 -0.63 -5.94  0.29
H22 -1.70 1.09 -5.62  0.40
H23 -2.61 0.00 -1.79  0.15
H24 -2.65 -1.55 -2.69  0.09
C10 -3.10 2.80 9.07  -0.57
C11 -1.86 3.57 8.60  -0.72
C12 -1.15 2.71 7.55  0.08
S2 -2.43 1.72 6.78  1.12
O3 -2.18 0.33 7.10  -0.68
O4 -2.63 2.19 5.42  -0.62
C13 -3.77 2.31 7.79  -0.72
H25 -3.76 3.43 9.66  0.33
H26 -2.79 1.95 9.69  0.29
H27 -2.16 4.52 8.16  0.30
H28 -1.19 3.79 9.44  0.33
H29 -0.66 3.33 6.79  -0.25
H30 -0.43 2.03 8.01  0.35
H31 -4.48 1.50 7.97  0.38
H32 -4.26 3.13 7.26  0.35
C14 -0.19 -6.62 -2.88  -0.69
C15 0.64 -6.07 -4.05  -0.31
C16 0.00 -4.76 -4.49  -0.19
S3 -0.81 -4.08 -3.04  1.39
O5 -2.24 -4.08 -3.27  -0.77
O6 -0.09 -2.91 -2.60  -0.56
C17 -0.41 -5.44 -1.95  -0.86
H33 0.32 -7.44 -2.37  0.38
H34 -1.15 -6.99 -3.25  0.29
H35 1.67 -5.89 -3.71  0.10
H36 0.69 -6.78 -4.88  0.39
H37 0.74 -4.05 -4.85  -0.29
H38 -0.77 -4.92 -5.25  0.45
H39 -1.23 -5.60 -1.24  0.42
H40 0.50 -5.18 -1.41  0.34
C18 5.05 -1.22 -3.52  -0.68
C19 3.74 -1.04 -4.28  -0.46
C20 3.51 -2.30 -5.12  -0.21
S4 4.33 -3.63 -4.25  1.06
O7 5.44 -4.10 -5.07  -0.70
O8 3.34 -4.53 -3.70  -0.62
C21 4.99 -2.63 -2.93  -0.71
H41 5.18 -0.47 -2.74  0.36
H42 5.89 -1.14 -4.21  0.30
H43 2.91 -0.92 -3.56  0.13
H44 3.76 -0.14 -4.91  0.38
H45 2.45 -2.53 -5.22  -0.10
H46 3.97 -2.20 -6.11  0.39
H47 5.97 -3.00 -2.63  0.40
H48 4.30 -2.68 -2.09  0.37

Entry from the OMol25 dataset: a 6-piece molecular cluster, C21H48NO16P3S2 overall at a distorted geometry (wB97M-V/def2-TZVPD).

* strongest force on any atom: 1.8 eV/A
* electronic energy: -106348.3414 eV
* structure (SMILES): COP(=O)(OC)OC.COP(=O)(OC)OC.COP(=O)(OC)OC.O=S1(=O)CCCC1.O=S1(=O)CCCC1.c1cc[nH]c1
* net charge: 0
* HOMO level: -0.29011 Ha

Last column: Mulliken charge in e.
Atoms and positions in Å:
C1 1.00 6.66 -0.78  -0.66
O1 2.32 6.20 -1.02  -0.30
P1 2.68 5.23 -2.23  1.01
O2 2.00 3.94 -2.24  -0.75
O3 2.42 6.07 -3.54  -0.32
C2 2.89 7.41 -3.59  -0.81
O4 4.26 5.13 -2.06  -0.33
C3 5.15 4.77 -3.10  -0.67
H1 0.85 7.01 0.24  0.26
H2 0.26 5.89 -1.02  0.32
H3 0.82 7.50 -1.46  0.24
H4 3.53 7.72 -2.77  0.37
H5 2.09 8.15 -3.70  0.31
H6 3.44 7.58 -4.52  0.30
H7 5.79 3.97 -2.74  0.28
H8 5.75 5.64 -3.37  0.25
H9 4.64 4.39 -3.99  0.33
C4 -3.62 -0.40 -0.50  -0.54
O5 -4.42 -0.08 0.64  -0.41
P2 -4.40 -0.95 1.99  0.79
O6 -4.63 -2.40 1.82  -0.78
O7 -3.08 -0.63 2.79  0.04
C5 -2.71 0.72 3.13  -0.33
O8 -5.49 -0.17 2.84  -0.35
C6 -6.85 -0.57 2.79  -0.78
H10 -2.62 0.05 -0.53  0.22
H11 -4.11 -0.20 -1.45  0.29
H12 -3.42 -1.47 -0.40  0.37
H13 -3.50 1.42 2.88  0.46
H14 -1.78 0.96 2.64  0.07
H15 -2.50 0.69 4.20  0.12
H16 -7.31 -0.53 3.77  0.24
H17 -6.94 -1.61 2.46  0.34
H18 -7.41 0.04 2.08  0.27
C7 1.03 -2.14 7.65  -0.72
O9 1.11 -2.14 6.21  -0.28
P3 1.51 -0.75 5.55  0.93
O10 2.75 -0.14 6.05  -0.76
O11 1.56 -1.09 3.97  -0.22
C8 0.53 -1.86 3.35  0.19
O12 0.14 0.08 5.72  -0.16
C9 0.20 1.50 5.75  -0.78
H19 0.08 -1.69 7.95  0.26
H20 1.87 -1.61 8.08  0.35
H21 1.05 -3.19 7.94  0.24
H22 -0.21 -2.24 4.06  0.42
H23 0.91 -2.62 2.67  -0.18
H24 -0.07 -1.16 2.76  -0.15
H25 1.18 1.93 5.50  0.38
H26 -0.03 1.82 6.77  0.30
H27 -0.53 1.95 5.08  0.21
O13 2.10 -6.26 -0.58  -0.71
S1 2.01 -4.95 -1.21  1.08
O14 1.32 -4.84 -2.48  -0.57
C10 1.44 -3.67 -0.08  -0.93
C11 2.22 -2.44 -0.51  -0.03
C12 3.68 -2.86 -0.72  -0.82
C13 3.69 -4.28 -1.31  -0.68
H28 1.70 -4.03 0.92  0.29
H29 0.36 -3.57 -0.15  0.59
H30 1.79 -2.10 -1.45  0.14
H31 2.07 -1.61 0.18  0.22
H32 4.23 -2.88 0.22  0.29
H33 4.22 -2.14 -1.34  0.36
H34 4.32 -4.98 -0.77  0.37
H35 4.00 -4.37 -2.35  0.39
O15 -3.37 -2.28 -2.94  -0.65
S2 -2.33 -1.94 -3.89  1.23
O16 -1.58 -0.70 -3.80  -0.67
C14 -1.21 -3.41 -4.03  -0.40
C15 -1.20 -3.79 -5.51  -0.68
C16 -2.64 -3.56 -5.99  -0.56
C17 -3.03 -2.16 -5.56  -0.86
H36 -1.71 -4.19 -3.46  0.33
H37 -0.26 -3.11 -3.59  0.15
H38 -0.53 -3.08 -6.00  0.30
H39 -0.75 -4.75 -5.72  0.35
H40 -3.38 -4.27 -5.60  0.28
H41 -2.70 -3.58 -7.08  0.35
H42 -4.07 -1.83 -5.57  0.43
H43 -2.47 -1.42 -6.14  0.38
C18 0.46 1.06 1.34  -0.44
C19 -0.07 0.32 0.26  -0.41
C20 -0.01 1.14 -0.84  -1.30
N1 0.56 2.34 -0.48  0.29
C21 0.83 2.29 0.86  -0.92
H44 0.58 0.70 2.35  0.39
H45 -0.37 -0.72 0.29  1.02
H46 -0.31 0.97 -1.86  0.70
H47 0.95 3.08 -1.07  0.41
H48 1.29 3.11 1.38  0.42